Computed, not measured: a 2-piece molecular cluster, CH3Br2PS overall at a distorted geometry, with ωB97M-V/def2-TZVPD.

ORCA input file:
```
! wB97M-V def2-TZVPD RIJCOSX def2/J DEFGRID3
* xyz 0 1
C -0.092 -0.817 0.877
P -1.008 -0.396 -0.718
S -0.317 1.458 -1.089
Br 0.100 -1.616 -2.250
Br 1.423 3.828 -0.129
H -0.341 0.127 1.417
H -0.662 -1.559 1.336
H 0.896 -1.024 0.556
*
```

Highest occupied orbital energy (spin up / spin down) in eV: -9.485 / -9.668
LUMO level (spin up / spin down) in eV: -3.284 / -2.961
HOMO-LUMO gap (spin up / spin down) in Ha: 0.228 / 0.246

Table of natural (NBO) atomic charges, one value per atom, all in e: -0.8802, 0.6714, -0.2188, -0.2251, -0.0796, 0.2500, 0.2315, 0.2509